This record from the OMol25 dataset describes C72H187BN17O25Pb as an isolated structure in a non-equilibrium geometry. The level of theory is ωB97M-V/def2-TZVPD.

Geometry as ORCA input:
```
! RIJCOSX wB97M-V def2-TZVPD def2/J DEFGRID3
* xyz 1 1
Pb -0.53801 5.88556 4.65989
O 0.69750 -0.26662 -3.33300
C 0.08944 -0.35101 -2.26164
O -0.27122 0.66408 -1.49208
B -1.18920 0.14023 -0.44347
O -1.12854 -1.36083 -0.58445
C -0.39795 -1.65603 -1.64966
O -0.28647 -2.77495 -2.12793
O -2.57718 0.60503 -0.43818
C -2.81146 1.27702 0.69523
O -3.89552 1.84932 1.06676
C -1.51390 1.31178 1.50718
O -0.67153 0.55291 0.85024
O -1.28416 2.05009 2.45852
C 5.16701 -4.51523 -9.65578
C 4.05041 -5.25852 -8.89890
C 2.80426 -4.36184 -8.50241
O 3.18934 -3.05112 -8.20077
C 2.11417 -2.13526 -7.84453
N 3.63621 -6.39287 -9.67617
H 5.77512 -3.92578 -8.96959
H 4.77624 -3.81254 -10.39172
H 5.85529 -5.17051 -10.18963
H 4.49551 -5.63333 -7.97721
H 2.34477 -4.68980 -7.56999
H 2.03674 -4.34521 -9.27619
H 1.46512 -2.06341 -8.71727
H 2.35025 -1.12466 -7.51130
H 1.54317 -2.61742 -7.05107
H 4.37576 -7.02092 -9.95674
H 3.16734 -6.13110 -10.53159
C 5.22596 3.94857 -5.80987
C 5.56984 3.21691 -4.54468
C 5.72671 1.71587 -4.77788
O 4.57749 1.16084 -5.44740
C 3.40454 0.98212 -4.64161
N 6.75448 3.81672 -3.94536
H 5.24050 5.03830 -5.79044
H 4.21289 3.66508 -6.09518
H 5.80272 3.58715 -6.66124
H 4.74257 3.37855 -3.85360
H 5.90252 1.21229 -3.82730
H 6.54861 1.51599 -5.46536
H 3.56814 0.25662 -3.84475
H 2.52363 0.73733 -5.23505
H 3.12117 1.85320 -4.05083
H 6.60538 4.80889 -3.82932
H 7.53522 3.91850 -4.57797
C -7.41075 4.30205 0.08418
C -7.42825 3.31603 1.26738
C -7.62156 1.77995 0.99024
O -7.74530 1.03870 2.23644
C -7.41630 -0.38512 2.15094
N -6.19779 3.55691 1.98395
H -6.51216 4.07259 -0.48853
H -7.33725 5.31118 0.48959
H -8.24018 4.17574 -0.61165
H -8.23063 3.72105 1.88402
H -6.70520 1.45338 0.49858
H -8.43327 1.55676 0.29784
H -6.79781 -0.60650 1.28114
H -8.30465 -0.98504 1.95335
H -6.93272 -0.66100 3.08803
H -5.42331 3.10380 1.52030
H -6.18025 2.97688 2.81060
C 4.62008 -4.84863 -0.45339
C 5.96551 -4.89667 0.31594
C 5.94663 -3.96472 1.55387
O 5.79125 -2.62930 1.05513
C 5.72414 -1.65203 2.06838
N 6.34592 -6.27179 0.68234
H 3.84005 -5.35493 0.11523
H 4.76530 -5.31778 -1.42649
H 4.27731 -3.81680 -0.53045
H 6.77708 -4.47815 -0.27929
H 6.87169 -3.99660 2.12949
H 5.09180 -4.21334 2.18281
H 6.72819 -1.42213 2.42492
H 5.02361 -1.89204 2.86823
H 5.34528 -0.73946 1.60819
H 7.24983 -6.33057 1.12910
H 6.37539 -6.78891 -0.18474
C -4.43955 -4.45690 -1.47506
C -5.20685 -3.21093 -1.12235
C -5.83852 -2.55781 -2.39085
O -6.35737 -1.25030 -2.14254
C -5.36402 -0.33679 -1.75789
N -6.20304 -3.47114 -0.11422
H -4.98113 -4.98490 -2.25992
H -4.25440 -4.99030 -0.54270
H -3.44780 -4.20384 -1.84988
H -4.44557 -2.58769 -0.65317
H -6.62719 -3.13717 -2.87090
H -5.04105 -2.47149 -3.12888
H -4.93016 -0.55900 -0.78296
H -5.83784 0.63836 -1.64531
H -4.52011 -0.29557 -2.44651
H -6.74448 -2.63640 0.05941
H -6.77185 -4.23290 -0.45523
C 4.05355 5.50362 3.94796
C 2.66451 6.14882 4.06520
C 2.02964 6.81706 2.84843
O 0.79756 7.41760 3.28538
C 0.38812 8.44211 2.38965
N 1.80647 5.01601 4.44160
H 4.57796 5.28330 4.87778
H 4.70670 6.22140 3.45169
H 4.08186 4.63807 3.28606
H 2.69791 6.87619 4.87633
H 1.95030 6.17538 1.97090
H 2.80864 7.52004 2.55334
H 1.23152 9.10384 2.19245
H -0.29457 9.14496 2.86717
H -0.00721 8.13382 1.42178
H 2.19460 4.49529 5.21510
H 2.09591 4.31040 3.77946
C 0.85130 3.40924 -2.27489
C -0.34801 3.95058 -3.10475
C -1.67685 3.24416 -2.83974
O -2.82614 3.90864 -3.17897
C -4.00983 3.10022 -3.09940
N -0.55875 5.30125 -2.68491
H 1.81090 3.87089 -2.50760
H 1.03916 2.40366 -2.65120
H 0.76833 3.50471 -1.19225
H -0.10170 3.98847 -4.16588
H -1.71553 3.08289 -1.76243
H -1.63265 2.26932 -3.32536
H -4.84057 3.66363 -3.52432
H -4.14796 2.82123 -2.05480
H -4.11230 2.22264 -3.73771
H -1.53280 5.36501 -2.94428
H -0.17146 5.88031 -3.41620
C 9.20817 -1.68048 -3.02711
C 8.10023 -0.63344 -2.74569
C 6.86990 -1.18486 -1.98005
O 5.88204 -0.16373 -1.95651
C 4.63172 -0.68111 -1.46340
N 8.85143 0.52275 -2.12080
H 8.82464 -2.44161 -3.70657
H 9.57346 -2.11682 -2.09744
H 10.16197 -1.35795 -3.44466
H 7.71234 -0.17372 -3.65469
H 7.20166 -1.55897 -1.01151
H 6.51929 -2.07377 -2.50447
H 4.09656 -1.24939 -2.22417
H 3.93919 0.15215 -1.34432
H 4.67116 -1.26532 -0.54403
H 9.15846 0.29429 -1.18611
H 8.13341 1.21547 -1.96365
C -4.92306 0.78463 5.14667
C -6.14155 1.37696 5.89387
C -5.67690 2.28505 7.06629
O -5.21733 1.47942 8.13910
C -5.06763 2.27019 9.30436
N -6.79835 2.20085 4.86076
H -4.23991 0.32082 5.85821
H -4.28796 1.52165 4.65518
H -5.16315 0.00671 4.42190
H -6.71052 0.55254 6.32367
H -6.57520 2.84061 7.33557
H -4.85723 2.92569 6.74097
H -6.03230 2.53842 9.73515
H -4.55250 3.20933 9.10247
H -4.57188 1.66456 10.06300
H -6.91203 1.65763 4.01691
H -7.73429 2.42537 5.16686
C -0.08062 1.05287 -9.05804
C -0.98648 -0.20334 -8.69019
C -1.21047 -0.33956 -7.17574
O -2.03666 -1.48151 -6.84949
C -1.84301 -1.80982 -5.46626
N -2.30291 -0.13992 -9.33150
H 0.63285 1.26845 -8.26269
H -0.69221 1.95511 -9.05285
H 0.37089 0.95840 -10.04562
H -0.51002 -1.13034 -9.00918
H -1.66138 0.56032 -6.75741
H -0.21366 -0.50768 -6.76807
H -2.19940 -1.03725 -4.78492
H -0.80770 -2.04366 -5.21818
H -2.49519 -2.64955 -5.22626
H -2.73518 0.77254 -9.30590
H -2.94693 -0.76222 -8.86450
C 1.11662 -2.39253 1.90821
C 1.30226 -2.18170 3.41406
C 0.25000 -1.21010 3.97417
O 0.57459 -0.68637 5.28759
C 0.48897 -1.66228 6.36436
N 1.20601 -3.54917 3.90082
H 1.02967 -1.41868 1.42638
H 0.19319 -2.94174 1.72450
H 1.89596 -3.03366 1.49630
H 2.34929 -1.89493 3.51194
H -0.78513 -1.53537 3.87027
H 0.23219 -0.32653 3.33613
H 1.27847 -2.41157 6.30649
H -0.47101 -2.17149 6.27929
H 0.51526 -1.09763 7.29633
H 1.38584 -3.63416 4.89104
H 1.96815 -4.12086 3.56553
C -2.35439 5.35167 0.44851
C -2.08193 5.63567 1.91403
C -3.24687 5.17655 2.78590
O -3.01688 5.55956 4.14291
C -4.16378 5.25330 4.98612
N -0.75617 5.09557 2.21625
H -2.20299 4.32380 0.11886
H -1.68901 5.88093 -0.23357
H -3.37406 5.69829 0.28047
H -1.99581 6.72205 1.93526
H -3.41933 4.10064 2.75807
H -4.19839 5.59259 2.45481
H -4.37284 4.18567 5.05363
H -5.09228 5.70211 4.63321
H -4.09191 5.62311 6.00895
H -0.20491 5.35062 1.40930
H -0.84017 4.12883 1.93617
C -3.94238 -1.91996 2.35637
C -3.86000 -3.27847 3.04862
C -4.74476 -3.45908 4.28558
O -4.06492 -2.90441 5.40769
C -4.71443 -3.23417 6.63093
N -4.08880 -4.27989 2.03274
H -4.87487 -1.64677 1.86248
H -3.11512 -1.83734 1.65145
H -3.76962 -1.12583 3.08274
H -2.83277 -3.23118 3.41010
H -4.88758 -4.53419 4.39449
H -5.74021 -3.01671 4.24705
H -4.11666 -2.93408 7.49158
H -4.87921 -4.29595 6.81418
H -5.62388 -2.63426 6.66429
H -4.92721 -4.10513 1.49736
H -4.30774 -5.16211 2.47304
C -1.37841 1.57876 6.38632
C -1.40994 3.01778 6.07378
C -1.04115 3.88014 7.28169
O -1.53609 5.14367 6.98297
C -2.39046 5.77096 7.96229
N -0.56110 3.27673 4.93654
H -1.69645 1.06244 5.48058
H -1.98902 1.25016 7.22732
H -0.35972 1.27571 6.62822
H -2.44605 3.22460 5.80583
H 0.02231 3.92737 7.51605
H -1.52539 3.38468 8.12319
H -1.78750 6.33312 8.67539
H -3.05031 5.03802 8.42650
H -3.06151 6.53521 7.57021
H -0.93325 2.74306 4.16401
H 0.31311 2.81830 5.15032
C 3.96139 0.19303 5.19574
C 3.32317 1.45958 4.68284
C 3.00624 1.37771 3.20306
O 2.67592 2.60214 2.54244
C 2.28230 2.42872 1.21279
N 2.06161 1.64665 5.42770
H 4.38671 0.17538 6.19918
H 4.75409 -0.06979 4.49527
H 3.19927 -0.57046 5.03969
H 3.95940 2.31306 4.91713
H 2.17282 0.68847 3.06722
H 3.82713 0.84456 2.72350
H 1.36727 1.84039 1.28136
H 3.03509 1.94486 0.59047
H 1.95719 3.39906 0.83748
H 2.08776 1.63736 6.43732
H 1.47202 0.82873 5.36858
C 0.81087 -6.52695 0.18950
C -0.45067 -5.81367 -0.21504
C -1.33892 -6.77556 -1.04271
O -0.90412 -7.12980 -2.33191
C -1.29153 -6.14307 -3.32766
N -1.08813 -5.51206 1.04217
H 1.35674 -6.86329 -0.69197
H 0.58351 -7.39026 0.81490
H 1.45554 -5.80861 0.69595
H -0.23711 -4.87862 -0.73289
H -2.32061 -6.30215 -1.05947
H -1.45281 -7.71854 -0.50800
H -2.37586 -6.06592 -3.40755
H -0.98485 -6.53443 -4.29765
H -0.83710 -5.19417 -3.04277
H -0.45896 -5.20274 1.76920
H -1.85668 -4.85997 0.97728
C 2.48729 -5.30720 -3.48810
C 2.58417 -3.88145 -3.88919
C 3.75557 -3.61428 -4.90177
O 5.03188 -3.81758 -4.30292
C 6.04785 -3.19658 -5.08945
N 1.30302 -3.46797 -4.32870
H 1.87479 -5.45412 -2.59851
H 3.43770 -5.75574 -3.19892
H 1.97121 -5.88267 -4.25661
H 2.88876 -3.27037 -3.03953
H 3.63496 -2.64408 -5.38371
H 3.68535 -4.37773 -5.67658
H 7.04530 -3.50535 -4.77663
H 5.87273 -2.12411 -5.00439
H 5.92739 -3.57366 -6.10503
H 0.72911 -3.68378 -3.52611
H 1.29955 -2.45798 -4.33133
*
```

Properties
E: -5884.6497 Eh
F_max: 5.67 eV/Å
Orbital gap: 6.8 eV
E_LUMO: -2.7 eV

Atom charges from the Mulliken analysis, given in e for atoms 1 to 5: 1.37 -0.29 0.59 0.21 -0.23